This record from OMol25 describes the ion C4H8N3O with charge +1 in a non-equilibrium geometry. The level of theory is the ωB97M-V functional and the def2-TZVPD basis.

Output
Energy above the lowest of the compared OMol25 structures with the same formula, charge and spin = 7.362 eV
HOMO-LUMO gap = 6.91 eV
HOMO = -12.55 eV

Geometry as ORCA input:
```
! RIJCOSX wB97M-V def2-TZVPD def2/J DEFGRID3
* xyz 1 1
C -1.16771 -1.74376 -0.18689
C -1.87284 0.49225 0.07727
C 0.06760 -1.35118 -0.05030
C 1.34250 -0.90761 0.42752
N -2.11524 -0.79501 -0.00741
N -0.69120 1.00492 0.04394
N 1.77441 0.30411 -0.32502
O -0.47808 2.37934 0.00797
H -1.52358 -2.72025 -0.48238
H -2.77684 1.09289 0.16040
H 1.32689 -0.66125 1.49548
H 2.04075 -1.74313 0.28460
H 2.54034 0.82311 0.11548
H 0.82749 0.84669 -0.29440
H 2.01701 0.10330 -1.29913
H -1.31149 2.87559 0.03289
*
```

Atom charges from the natural (NBO) analysis, given in e for atoms 1 to 4: C -0.047; C 0.244; C 0.295; C -0.365

---

This record from OMol25 describes the ion C4H8N3O with charge +1 in a non-equilibrium geometry. The level of theory is the ωB97M-V functional and the def2-TZVPD basis.

Output
Energy above the lowest of the compared OMol25 structures with the same formula, charge and spin = 5.272 eV
HOMO-LUMO gap = 9.31 eV
HOMO = -13.20 eV
SMILES = [NH3+]Cc1cncn1O

Geometry as ORCA input:
```
! RIJCOSX wB97M-V def2-TZVPD def2/J DEFGRID3
* xyz 1 1
N -2.01498 -0.32946 -0.54655
C -1.28633 0.39259 0.51485
C 0.14054 0.71513 0.17061
C 1.15856 1.62239 0.39991
N 2.38192 1.12169 -0.05648
C 2.29089 -0.12908 -0.36411
N 1.06155 -0.59305 -0.14980
O 0.53272 -1.80557 -0.36819
H -1.18481 -0.83926 -0.91123
H -2.55004 0.34646 -1.12395
H -2.62467 -1.08986 -0.19502
H -1.21128 -0.22092 1.46200
H -1.93037 1.29146 0.88664
H 1.16923 2.64319 0.47128
H 3.24245 -0.78671 -0.55145
H 0.82465 -2.33898 0.36148
*
```

Atom charges from the natural (NBO) analysis, given in e for atoms 1 to 4: N -0.697; C -0.303; C -0.023; C -0.001

---

This record from OMol25 describes a cluster of 2 separate species, C4H8N3O3S in total in a non-equilibrium geometry. The level of theory is the ωB97M-V functional and the def2-TZVPD basis.

Output
Energy above the lowest of the compared OMol25 structures with the same formula, charge and spin = 5.166 eV
HOMO-LUMO gap (alpha / beta) = 9.54 / 9.54 eV
HOMO (alpha / beta) = -14.23 / -14.23 eV

Geometry as ORCA input:
```
! RIJCOSX wB97M-V def2-TZVPD def2/J DEFGRID3
* xyz 1 1
C -1.93118 -1.14624 0.07004
C -1.98072 0.17892 -0.07286
C -0.51719 -1.59591 0.43352
C -0.31609 1.96289 0.14481
N -0.66049 0.72969 0.20429
N 0.13458 -0.31823 0.45157
N 0.63160 -1.69001 -1.59744
O 1.37695 0.64747 -1.62113
O 2.47335 1.09184 1.25045
O 0.09727 -2.43846 -0.56284
S 1.50531 -0.46491 -0.74010
H -2.73368 -1.93306 -0.13373
H -2.72305 0.74734 -0.37617
H -0.55746 -1.94389 1.49352
H 0.81156 2.01944 0.28331
H -1.11156 2.81946 0.01470
H 2.68400 1.13994 2.21020
H -0.19332 -1.42342 -2.20175
H 3.01014 1.61716 0.74961
*
```

Atom charges from the natural (NBO) analysis, given in e for atoms 1 to 4: C -0.167; C -0.043; C 0.160; C 0.011

---

This record from OMol25 describes a cluster of 3 separate species, C4H8N4 in total in a non-equilibrium geometry. The level of theory is the ωB97M-V functional and the def2-TZVPD basis.

Output
Energy above the lowest of the compared OMol25 structures with the same formula, charge and spin = 9.338 eV
HOMO-LUMO gap = 8.36 eV
HOMO = -8.22 eV

Geometry as ORCA input:
```
! RIJCOSX wB97M-V def2-TZVPD def2/J DEFGRID3
* xyz 0 1
C 0.96921 0.89406 -1.23493
C 0.16470 -0.35613 -1.51559
C -0.85682 -1.08361 1.09002
C -0.00378 -0.25584 1.76848
H 0.23477 1.85408 -1.26636
H 1.64999 1.01378 -2.01657
H 0.59115 -1.03488 -0.89265
H -0.02185 -0.80665 -2.63910
H -1.96406 -1.54905 1.98668
H -0.48895 0.02290 3.24456
H 0.86563 1.60421 1.52061
H 2.18689 -0.08498 -0.04345
N -1.20428 -0.21503 -1.13002
N -1.65485 -0.77430 -0.04407
N 0.58664 0.73546 1.10222
N 1.60200 0.79526 -0.00550
*
```

Atom charges from the natural (NBO) analysis, given in e for atoms 1 to 4: C -0.237; C -0.300; C -0.198; C 0.031

---

This record from OMol25 describes the molecule C4H8N4 in a non-equilibrium geometry. The level of theory is the ωB97M-V functional and the def2-TZVPD basis.

Output
Energy above the lowest of the compared OMol25 structures with the same formula, charge and spin = 3.263 eV
HOMO-LUMO gap = 8.47 eV
HOMO = -7.90 eV
SMILES = CC1=C(NN)CN=N1

Geometry as ORCA input:
```
! RIJCOSX wB97M-V def2-TZVPD def2/J DEFGRID3
* xyz 0 1
C -0.40627 2.10294 -0.09066
C -0.78167 0.67986 -0.12918
C -0.09186 -0.46186 -0.15805
N 1.13894 -0.88149 -0.17503
N 2.26778 -0.05800 0.07348
C -1.17080 -1.56131 -0.04107
N -2.39367 -0.82935 0.04896
N -2.17649 0.35762 0.05716
H -0.71440 2.55304 0.94302
H 0.65693 2.08670 -0.17210
H -0.91825 2.84122 -0.79297
H 1.21420 -1.94203 -0.02849
H 3.04756 -0.31938 -0.52405
H 2.50904 -0.13747 1.11216
H -1.00996 -2.23633 0.84399
H -1.17107 -2.19415 -0.96717
*
```

Atom charges from the natural (NBO) analysis, given in e for atoms 1 to 4: C -0.639; C -0.058; C 0.178; N -0.433

---

This record from OMol25 describes the molecule C4H8N4 in a non-equilibrium geometry. The level of theory is the ωB97M-V functional and the def2-TZVPD basis.

Output
Energy above the lowest of the compared OMol25 structures with the same formula, charge and spin = 7.463 eV
HOMO-LUMO gap = 7.73 eV
HOMO = -7.84 eV
SMILES = C1=C\NNCC/N=N/1

Geometry as ORCA input:
```
! RIJCOSX wB97M-V def2-TZVPD def2/J DEFGRID3
* xyz 0 1
C -1.28839 -1.19517 0.21576
C -1.84573 -0.12947 -0.23752
N -1.23756 1.05239 -0.25442
N -0.20867 1.52262 0.45040
C 1.28552 1.05650 -0.03518
C 2.03560 -0.38611 -0.10997
N 0.89143 -1.07180 -0.50965
N 0.07620 -1.30733 0.55370
H -1.79240 -2.27233 0.20042
H -2.76888 -0.30925 -0.95502
H -1.91734 1.65926 -0.54910
H -0.08306 1.03467 1.34406
H 1.40199 1.36079 -1.17573
H 1.75958 1.93961 0.65622
H 2.70836 -0.68168 0.75176
H 2.91992 -0.17678 -0.95134
*
```

Atom charges from the natural (NBO) analysis, given in e for atoms 1 to 4: C -0.198; C -0.029; N -0.438; N -0.410

---

This record from OMol25 describes the molecule C4H8N4 in a non-equilibrium geometry. The level of theory is the ωB97M-V functional and the def2-TZVPD basis.

Output
Energy above the lowest of the compared OMol25 structures with the same formula, charge and spin = 3.867 eV
HOMO-LUMO gap = 9.68 eV
HOMO = -9.30 eV
SMILES = [H]/N=C\N/C=N/C(C)=N\[H]

Geometry as ORCA input:
```
! RIJCOSX wB97M-V def2-TZVPD def2/J DEFGRID3
* xyz 0 1
H -2.73530 0.07696 1.61799
N -3.47297 0.14940 0.81286
C -2.96007 0.07280 -0.28755
N -1.57622 0.13307 -0.63773
C -0.41495 0.14842 0.01185
N 0.63475 0.28015 -0.81152
C 1.88669 0.40221 -0.14501
C 2.53931 -0.95951 0.20321
N 2.23826 1.54985 0.31464
H 1.22842 2.05183 -0.00998
H -3.54390 0.29851 -1.46862
H -1.39641 -0.09773 -1.68950
H -0.42729 0.35730 1.06526
H 3.21994 -1.08181 1.15100
H 3.06757 -1.54299 -0.66284
H 1.71218 -1.83845 0.53595
*
```

Atom charges from the natural (NBO) analysis, given in e for atoms 1 to 4: H 0.344; N -0.647; C 0.318; N -0.635

---

This record from OMol25 describes the molecule C4H8N4O2 in a non-equilibrium geometry. The level of theory is the ωB97M-V functional and the def2-TZVPD basis.

Output
Energy above the lowest of the compared OMol25 structures with the same formula, charge and spin = 2.824 eV
HOMO-LUMO gap = 8.57 eV
HOMO = -8.06 eV

Geometry as ORCA input:
```
! RIJCOSX wB97M-V def2-TZVPD def2/J DEFGRID3
* xyz 0 1
C -0.22486 -0.24447 -1.38731
C 0.68718 -0.46881 1.08768
C 2.96975 -0.88411 0.37213
C -2.87966 1.02896 0.35612
N 1.13806 -0.56349 -1.18388
N -0.82111 0.03425 -0.22861
N 1.57681 -0.53927 0.14935
N -2.14606 -0.17763 0.01641
O -0.70674 -0.23836 -2.50326
O 0.53106 -0.47372 2.25502
H 3.11315 -1.09059 1.43163
H 3.23405 -1.76722 -0.21387
H 3.60728 -0.04557 0.07739
H -3.90224 0.74468 0.59956
H -2.40747 1.46801 1.23672
H -2.89081 1.77373 -0.45184
H 1.80256 -0.20571 -1.85711
H -2.57366 -0.69510 -0.75310
*
```

Atom charges from the natural (NBO) analysis, given in e for atoms 1 to 4: C 0.708; C 0.860; C -0.418; C -0.410

---

no.,calculated total energy (eV)
1,-10782.939
2,-10785.028
3,-25713.027
4,-10228.904
5,-10234.980
6,-10230.779
7,-10234.375
8,-14330.277